This record from the OMol25 dataset describes 2 unconnected molecules or ions with the total composition C3H9N4O at a distorted geometry. The level of theory is ωB97M-V with the def2-TZVPD basis set.

## Properties
Multiplicity: 1
Electronic energy (hartree): -413.603848
LUMO energy (alpha / beta) (eV): -5.2 / -4.7
Relative energy (zero: lowest compared OMol25 entry of this formula, charge and spin) (eV): 3.921
Total charge: +1
Frontier orbital gap (alpha / beta) (eV): 7.7 / 8.7
F_max (eV/Å): 3.868
HOMO level (alpha / beta) (Ha): -0.47303 / -0.49163

Each line ends with the natural charge from an NBO analysis.
Atoms and positions in Å:
C 2.426 -3.563 0.192  0.7425
C 1.240 -0.296 0.245  -0.2921
C 0.701 0.694 -0.800  -0.2330
N 1.627 -3.018 0.900  -0.5408
N -0.650 -1.508 0.809  -0.6035
N 0.460 -1.488 0.075  -0.0496
N -0.754 0.924 -0.551  -0.7020
O 3.240 -4.193 -0.341  -0.4394
H 2.281 -0.516 0.015  0.2759
H 1.179 0.125 1.259  0.1973
H 0.819 0.251 -1.790  0.2473
H 1.248 1.634 -0.758  0.2474
H -1.162 -2.377 0.687  0.4199
H -0.567 -1.256 1.802  0.3781
H -0.907 1.669 0.138  0.4421
H -1.133 0.020 -0.157  0.4590
H -1.253 1.171 -1.412  0.4510